Entry 1:
ORCA calculation (the ωB97M-V functional and the def2-TZVPD basis) on a cluster of 2 separate species, C29H32BF3O2S in total at a distorted geometry.

Computed properties:
Calculated total energy ... -1997.41085 Eh
F_max ... 4.34 eV Å⁻¹
Charge ... 0
HOMO ... -7.430 eV

```
68
Properties=species:S:1:pos:R:3:forces:R:3:lowdin_charge:R:1
C -2.305847 4.673665 -1.057020 -0.48 0.02 -0.62 -0.114
C -1.253151 3.866946 -0.405178 0.41 -1.20 0.97 -0.571
C -1.203174 3.329719 0.872173 0.21 0.48 -0.64 -0.121
C 0.095244 2.846411 1.220624 0.42 0.00 -1.15 -0.099
C 0.987007 2.917420 0.162038 -1.03 0.74 0.94 -0.482
B -1.214795 -1.644288 0.096459 1.00 4.11 0.82 -0.780
C 2.430205 2.821583 0.266162 0.65 -0.14 0.25 -0.237
C 3.047612 2.280004 1.422586 0.09 0.04 -1.03 -0.013
C 4.389434 1.913967 1.344169 -0.15 0.23 0.35 -0.028
C 5.128871 2.218846 0.207880 0.43 0.03 -0.21 -0.138
C 6.507919 1.644564 0.027823 0.42 -0.17 0.01 -0.517
F 6.464515 0.551104 -0.806225 0.23 0.83 0.67 0.111
F 7.384247 2.532113 -0.536885 -0.65 -0.77 0.44 0.114
F 7.050554 1.226208 1.208518 -0.24 0.25 -0.96 0.112
C 4.584781 2.973764 -0.833456 -0.02 -0.33 0.28 -0.003
C 3.236983 3.270202 -0.796283 -0.05 -0.19 0.03 -0.050
O -1.678482 -2.143769 1.321469 -0.36 -0.29 -0.32 0.118
C -2.927126 -1.459300 1.574961 -0.27 0.20 -0.58 -0.436
C -3.852317 -2.404793 2.339858 -0.15 -0.10 -0.19 -0.012
C -2.613600 -0.225701 2.430767 0.07 0.01 -0.07 -0.006
C -3.414867 -1.079923 0.086598 0.10 -0.49 -0.22 -0.452
C -4.177371 -2.225318 -0.591386 -0.18 -0.15 0.18 -0.016
C -4.170972 0.220867 -0.111008 -0.15 0.04 0.26 -0.006
O -2.181925 -0.934891 -0.634318 -0.89 -0.57 0.37 0.093
S 0.200016 3.508296 -1.281010 0.15 0.45 1.09 1.091
H -2.917546 5.185560 -0.309531 0.11 -0.02 -0.14 0.085
H -1.823068 5.409839 -1.715847 -0.33 -0.03 0.26 0.074
H -2.970463 4.070876 -1.691601 0.07 0.09 0.16 0.082
H -2.047455 3.322019 1.555390 0.13 0.26 -0.09 0.109
H 0.421908 2.518973 2.205414 -0.36 0.10 -0.19 0.108
H 2.460387 2.062819 2.312145 0.18 -0.11 -0.26 0.112
H 4.857659 1.353916 2.157150 -0.16 0.28 -0.24 0.129
H 5.194760 3.266416 -1.683606 -0.07 -0.05 0.16 0.128
H 2.795163 3.815299 -1.631344 0.04 -0.20 0.26 0.092
H -4.801195 -1.911999 2.600722 0.26 -0.06 -0.10 0.094
H -4.088760 -3.307499 1.755885 0.17 0.32 0.23 0.082
H -3.363606 -2.713717 3.271902 -0.07 0.08 -0.19 0.092
H -3.532247 0.270422 2.765168 0.12 -0.04 -0.11 0.091
H -2.060123 -0.550835 3.320587 -0.11 0.03 -0.17 0.096
H -1.988682 0.499784 1.889147 -0.16 -0.23 0.06 0.082
H -5.192966 -2.328746 -0.192532 0.13 -0.05 0.02 0.087
H -4.268760 -2.017989 -1.666315 0.15 -0.01 0.28 0.095
H -3.649623 -3.181170 -0.455843 -0.12 0.26 -0.11 0.097
H -5.178758 0.144784 0.315200 0.15 0.15 -0.01 0.093
H -3.634915 1.068466 0.327997 -0.12 -0.13 -0.03 0.074
H -4.262817 0.404183 -1.190152 0.00 -0.08 0.27 0.095
C 1.371747 -0.975471 0.795529 0.93 0.16 0.07 -0.105
C 2.564707 -0.576583 -0.105554 0.41 -0.87 0.39 -0.152
C 1.902122 0.205359 -1.196411 -1.14 0.06 -0.62 -0.060
C 0.550551 0.015215 -1.188502 1.86 0.37 -0.96 -0.053
C 0.223824 -0.965000 -0.176340 -2.47 -3.20 1.59 -0.168
C -0.060266 -2.504064 -0.870282 2.48 -1.50 -1.61 -0.107
C -0.277470 -2.590927 -2.280096 0.03 -0.12 0.77 0.021
C -0.131157 -3.798373 -2.957701 -0.14 -0.26 0.12 -0.061
C 0.279953 -4.965314 -2.284489 -0.22 0.87 0.64 -0.056
C 0.531902 -4.894835 -0.900217 -0.35 -0.08 -0.52 -0.059
C 0.362009 -3.699143 -0.206818 -0.31 0.78 -0.32 0.014
H 1.537337 -1.889335 1.378072 -0.12 0.16 -0.30 0.115
H 1.216277 -0.176000 1.532985 -0.17 -0.02 -0.10 0.115
H 3.383535 -0.067447 0.415486 -0.41 -0.02 -0.20 0.084
H 3.024996 -1.498283 -0.499611 -0.07 0.12 -0.21 0.123
H 2.490691 0.778726 -1.923216 -0.47 -0.04 0.37 0.113
H -0.192579 0.445047 -1.853179 0.25 0.00 0.02 0.114
H -0.562816 -1.681343 -2.817847 0.06 -0.43 0.16 0.129
H -0.374251 -3.851639 -4.020844 0.19 0.06 0.28 0.105
H 0.361831 -5.914140 -2.814838 0.06 0.29 0.13 0.105
H 0.818836 -5.800629 -0.371053 0.02 0.21 -0.02 0.104
H 0.515560 -3.654893 0.875664 -0.01 -0.14 -0.42 0.125
```
Positions in Å, forces in eV/Å.


Entry 2:
ORCA calculation (the ωB97M-V functional and the def2-TZVPD basis) on a structure of composition C29H32BrN5O6Ru.

Computed properties:
Calculated total energy ... -4518.13620 Eh
F_max ... 0.44 eV Å⁻¹
Charge ... +1
HOMO (alpha / beta) ... -10.322 / -10.316 eV
Multiplicity ... 6
⟨S²⟩ ... 8.76

```
74
Properties=species:S:1:pos:R:3:forces:R:3:lowdin_charge:R:1
Ru 0.137266 -0.935988 0.102641 -0.25 -0.36 0.00 1.522
Br 1.970062 -1.153189 2.370461 0.08 -0.05 -0.03 0.854
C 1.952536 -3.065008 2.213333 -0.01 0.02 0.03 -0.554
C 2.880935 -3.734692 2.951660 0.03 0.03 0.04 -0.120
C 2.901144 -5.141481 2.917298 -0.01 -0.04 -0.01 -0.059
C 1.986805 -5.813660 2.160923 0.02 0.00 0.01 -0.020
C 1.023631 -5.118093 1.393197 -0.03 -0.01 0.00 -0.160
C 0.069532 -5.830594 0.623766 -0.02 0.03 -0.01 -0.018
C -0.864492 -5.168472 -0.114861 0.01 -0.07 0.03 -0.066
C -0.868786 -3.758862 -0.140055 -0.09 0.15 -0.02 -0.124
C 0.028243 -3.005740 0.586609 0.27 -0.14 -0.01 -0.224
C 0.993474 -3.697471 1.386159 -0.04 0.05 0.06 -0.230
H 3.591172 -3.194565 3.562970 -0.02 -0.01 -0.01 0.104
H 3.637801 -5.675464 3.502131 -0.01 0.01 -0.01 0.114
H 1.982120 -6.896231 2.137615 0.00 0.00 0.00 0.120
H 0.099382 -6.913237 0.637695 0.00 0.01 0.00 0.120
H -1.592476 -5.717332 -0.698230 0.00 0.01 0.01 0.109
H -1.596417 -3.264529 -0.773142 0.00 0.00 -0.03 0.076
O -1.316911 -1.037632 -1.640730 0.08 0.11 0.07 -0.087
C -1.191685 0.107884 -2.156550 0.06 0.00 -0.18 -0.638
O -0.707476 1.107942 -1.599438 -0.22 -0.04 0.08 -0.015
C -1.615315 0.239992 -3.618461 0.11 -0.05 0.08 -0.156
N -1.395971 1.671110 -4.015584 0.13 0.04 -0.04 0.099
C -1.131546 1.719079 -5.502508 -0.02 0.00 0.07 -0.075
C -0.791849 0.274339 -5.901066 0.02 0.02 0.01 -0.125
C -0.711586 -0.519307 -4.590216 -0.09 -0.08 0.03 -0.101
H -2.664622 -0.018752 -3.756129 -0.03 0.08 0.02 0.173
H -0.587523 1.971046 -3.447313 -0.03 -0.02 -0.03 0.169
H -2.167560 2.272477 -3.734678 0.00 -0.02 -0.01 0.185
H -0.332106 2.432502 -5.678657 0.03 -0.02 0.01 0.132
H -2.036141 2.082393 -5.981975 0.00 0.02 -0.03 0.128
H 0.149940 0.232209 -6.442121 0.00 0.00 -0.01 0.122
H -1.567171 -0.116635 -6.558087 -0.02 -0.01 0.03 0.117
H 0.302083 -0.534983 -4.195339 0.09 0.05 0.02 0.105
H -1.049857 -1.546606 -4.698537 0.00 0.00 -0.01 0.134
C -1.559704 -0.633620 2.796580 -0.01 0.04 -0.03 -0.191
N -1.378861 0.116409 1.501989 0.00 0.07 0.02 -0.179
C -0.988859 1.522791 1.844022 0.02 -0.02 0.01 -0.179
N -1.969682 2.159103 2.696884 -0.02 -0.01 0.01 -0.079
C -2.107405 1.373272 3.928749 -0.03 0.00 -0.03 -0.150
N -2.541759 0.002383 3.645700 -0.01 0.00 0.01 -0.082
C -3.825443 0.051785 2.944167 0.03 0.03 -0.02 -0.153
N -3.716143 0.807943 1.692167 0.01 -0.01 0.02 -0.080
C -2.729510 0.173224 0.845579 0.01 0.05 0.01 -0.176
C -3.262623 2.167245 2.006573 0.03 -0.04 0.00 -0.153
H -0.601029 -0.667257 3.309873 0.02 0.01 -0.01 0.072
H -1.865603 -1.651212 2.552557 -0.02 -0.02 -0.01 0.125
H -0.877471 2.076208 0.910487 -0.01 0.01 -0.02 0.121
H -0.025703 1.491482 2.359158 -0.01 0.00 0.01 0.113
H -2.841613 1.854130 4.575092 -0.01 -0.01 0.00 0.132
H -1.148709 1.348092 4.448785 0.01 -0.01 -0.01 0.133
H -4.567242 0.527975 3.585392 0.01 0.01 0.00 0.132
H -4.155200 -0.964532 2.722996 0.01 0.00 0.00 0.132
H -2.625368 0.740621 -0.076468 0.02 0.02 -0.01 0.106
H -3.032911 -0.847461 0.610492 -0.01 -0.02 0.01 0.130
H -4.003328 2.650804 2.642636 -0.01 0.00 0.02 0.131
H -3.170270 2.738594 1.081319 0.01 0.00 -0.01 0.131
O 1.900989 0.459459 -2.948787 -0.07 -0.01 -0.09 0.063
C 2.076264 0.546956 -1.748966 0.04 -0.09 0.16 -0.561
O 1.782951 -0.442165 -0.914156 -0.07 0.37 -0.15 -0.238
C 2.662674 1.771952 -1.127461 -0.02 -0.02 -0.06 -0.140
C 3.416186 2.620433 -1.926463 -0.04 0.01 -0.04 -0.010
C 3.981562 3.792990 -1.421452 0.02 0.04 0.01 0.032
C 3.739623 4.074935 -0.099638 -0.01 -0.02 0.04 -0.207
O 4.146467 5.152955 0.623882 0.00 0.04 -0.03 0.046
C 3.720398 4.922070 1.968860 -0.01 -0.09 -0.09 -0.109
O 2.877941 3.765352 1.958362 -0.05 -0.02 0.01 0.033
C 2.979137 3.235738 0.702123 0.05 0.04 0.00 -0.199
C 2.437049 2.075391 0.223686 0.03 -0.01 0.06 0.052
H 3.568165 2.349622 -2.962272 0.00 -0.01 0.01 0.119
H 4.582869 4.448339 -2.036684 -0.02 -0.02 0.02 0.126
H 3.151463 5.780488 2.319177 0.00 0.02 0.02 0.140
H 4.592469 4.730463 2.596687 0.01 0.00 0.01 0.141
H 1.861593 1.424593 0.865593 0.01 -0.03 0.00 0.063
```
Positions in Å, forces in eV/Å.


Entry 3:
ORCA calculation (the ωB97M-V functional and the def2-TZVPD basis) on a structure of composition C29H32GeN5O6Pd.

Computed properties:
ΔE to the lowest compared entry with this formula, charge and spin ... 0.0 kcal per mole
Calculated total energy ... -4054.48747 Eh
F_max ... 0.63 eV Å⁻¹
Charge ... -1
HOMO ... -4.906 eV

```
74
Properties=species:S:1:pos:R:3:forces:R:3:lowdin_charge:R:1
Pd -2.038415 2.131289 -0.365812 0.24 0.00 0.01 1.024
N -2.672343 4.084967 -0.117731 -0.23 0.02 -0.32 -0.061
C -2.948215 4.431258 1.304674 0.13 -0.01 -0.01 -0.143
C -1.601607 4.156884 1.994874 -0.26 -0.30 -0.12 -0.587
O -0.842546 5.111136 2.199578 0.03 -0.07 -0.05 0.001
N -1.372252 2.846440 2.062642 0.44 0.28 0.36 -0.054
C 0.032214 2.485157 1.992129 -0.09 -0.02 -0.13 -0.127
C 0.644612 2.737946 0.596223 0.12 -0.12 0.17 -0.598
O 1.860974 2.838481 0.497768 -0.04 -0.04 -0.09 0.018
O -0.140221 2.811466 -0.443389 -0.15 0.01 -0.19 -0.183
H -1.908256 4.667218 -0.455928 0.02 -0.02 0.04 0.105
H -3.482351 4.251461 -0.707149 0.02 0.03 0.04 0.095
H -3.752847 3.791973 1.667260 0.03 -0.05 -0.04 0.097
H -3.226153 5.481381 1.388816 0.01 0.03 0.06 0.107
H 0.147001 1.413152 2.186563 -0.06 0.13 -0.05 0.087
H 0.664018 3.023133 2.699767 -0.01 0.02 0.01 0.118
C -5.241686 -1.166084 2.194022 0.07 -0.04 -0.05 -0.030
N -4.842465 -0.331703 1.091426 -0.17 0.07 0.00 -0.089
C -5.492711 -0.332246 -0.199049 0.01 -0.02 0.05 -0.039
C -4.822646 0.852504 -0.891759 0.09 0.06 -0.04 -0.480
O -5.069276 1.225247 -2.015317 -0.01 0.01 -0.03 0.052
N -3.910864 1.389121 -0.019577 -0.05 -0.01 -0.02 0.023
C -3.941639 0.671763 1.134001 0.15 -0.12 0.20 -0.416
N -3.187064 0.969125 2.164803 -0.43 -0.35 -0.13 0.198
H -6.324234 -1.301365 2.177328 -0.01 0.00 -0.01 0.087
H -4.983678 -0.688029 3.138062 0.00 0.01 0.01 0.081
H -4.766493 -2.149186 2.154817 0.01 0.00 0.00 0.094
H -6.571380 -0.176953 -0.116968 0.00 0.00 -0.01 0.131
H -5.299151 -1.243793 -0.768154 0.01 -0.01 0.00 0.139
H -2.404695 1.766473 2.086025 0.27 0.44 0.14 0.046
H -3.109601 0.292962 2.904256 -0.03 -0.05 0.03 0.094
O -1.466817 -1.919198 -1.047251 -0.20 0.05 -0.03 0.005
C -1.270778 -0.716005 -1.223316 0.36 0.04 -0.05 -0.665
O -1.529837 0.164619 -0.317669 -0.21 0.10 0.01 -0.159
C -0.550153 -0.257482 -2.481154 -0.19 0.01 -0.18 -0.171
C 0.873852 0.230014 -2.199271 0.04 -0.04 0.09 -0.240
Ge 1.951368 -0.905160 -1.016760 0.04 -0.05 0.07 1.037
C 3.818616 -0.345049 -1.248491 0.00 -0.01 0.00 -0.263
C 4.831136 -1.279538 -1.468848 0.02 0.03 0.02 -0.107
C 6.153260 -0.880860 -1.626020 -0.02 0.03 0.00 -0.105
C 6.481167 0.466994 -1.568093 -0.02 -0.01 -0.01 -0.111
C 5.483676 1.408835 -1.352880 -0.02 -0.02 -0.01 -0.090
C 4.162117 1.008234 -1.193035 0.00 0.07 -0.03 -0.098
C 1.853985 -2.770882 -1.615939 0.00 -0.01 -0.07 -0.264
C 1.564799 -3.829012 -0.758314 0.03 -0.01 -0.01 -0.092
C 1.501960 -5.134954 -1.229033 0.01 0.02 0.00 -0.093
C 1.729001 -5.404108 -2.570732 0.00 0.01 -0.01 -0.109
C 2.019128 -4.361453 -3.440899 0.00 0.00 0.01 -0.100
C 2.079748 -3.059704 -2.963129 -0.02 0.00 0.03 -0.115
C 1.525571 -0.808001 0.894214 0.01 0.04 0.05 -0.239
C 2.422156 -0.181000 1.760259 -0.03 -0.02 0.03 -0.102
C 2.158665 -0.089497 3.121376 0.05 -0.05 0.01 -0.099
C 0.992914 -0.631536 3.641089 0.02 -0.05 0.02 -0.115
C 0.089019 -1.254821 2.791086 0.06 0.01 0.00 -0.100
C 0.347928 -1.338551 1.429138 0.00 -0.07 0.02 -0.114
H -1.131267 0.543415 -2.950676 0.04 0.00 -0.01 0.105
H -0.525892 -1.112745 -3.157085 -0.04 0.02 -0.02 0.103
H 0.861201 1.223108 -1.756618 -0.02 0.13 0.10 0.046
H 1.434253 0.307577 -3.135340 -0.02 -0.01 -0.02 0.071
H 4.586351 -2.334977 -1.520600 0.00 0.00 0.01 0.092
H 6.926466 -1.621733 -1.793286 -0.01 0.00 0.00 0.092
H 7.510639 0.782223 -1.693155 -0.01 0.00 0.01 0.091
H 5.729407 2.463045 -1.306793 0.01 -0.01 0.01 0.099
H 3.402353 1.764135 -1.008742 -0.01 -0.06 0.05 0.088
H 1.380928 -3.633466 0.291217 -0.01 0.01 0.01 0.093
H 1.269280 -5.943455 -0.546159 0.00 0.00 0.00 0.095
H 1.676542 -6.421721 -2.939081 0.00 0.00 0.00 0.092
H 2.195072 -4.562583 -4.491067 0.00 0.00 0.00 0.094
H 2.308217 -2.254226 -3.654891 0.00 0.00 0.00 0.103
H 3.329351 0.264110 1.372046 0.01 0.01 -0.01 0.094
H 2.861137 0.418215 3.771120 -0.01 0.01 0.00 0.101
H 0.783980 -0.558610 4.702086 0.00 0.01 0.00 0.094
H -0.830216 -1.672564 3.186402 -0.01 -0.01 0.00 0.093
H -0.386302 -1.802846 0.780125 0.08 -0.03 0.09 0.075
```
Positions in Å, forces in eV/Å.